The following is a quantum chemistry calculation of a structure of composition C41H40ClN5O3SbSeV at a distorted geometry, from OMol25.

Each line ends with the Löwdin charge.
Cartesian coordinates (Å):
V: -0.2859 -0.3654 0.8290  -0.050
Se: -0.4856 -1.2338 2.8973  -0.111
C: 2.2301 1.9993 1.5323  0.005
C: 2.5530 0.6046 1.1326  -0.325
N: 1.6694 -0.3338 0.8665  -0.080
C: 2.3617 -1.5010 0.6376  -0.111
C: 3.6899 -1.2591 0.7533  -0.036
N: 3.8077 0.0772 1.0729  -0.015
C: 5.0452 0.7728 1.2896  -0.068
N: 5.8149 0.1524 2.3339  -0.061
N: 7.1156 -0.1628 2.1274  0.052
N: 7.6364 -0.5524 3.2252  0.056
C: 6.6829 -0.5046 4.2123  -0.237
C: 6.7414 -0.7977 5.5769  -0.023
C: 5.5798 -0.6454 6.3019  -0.093
C: 4.3775 -0.2282 5.7059  -0.070
C: 4.3006 0.0770 4.3635  0.011
C: 5.4850 -0.0503 3.6408  -0.160
H: 1.1758 2.0373 1.8024  0.081
H: 2.3899 2.7063 0.7174  0.080
H: 2.8238 2.3053 2.3968  0.075
H: 1.8337 -2.4216 0.4650  0.101
H: 4.5509 -1.8997 0.6683  0.121
H: 4.8106 1.8050 1.5496  0.136
H: 5.6671 0.7622 0.3961  0.137
H: 7.6615 -1.1342 6.0349  0.108
H: 5.5893 -0.8624 7.3624  0.098
H: 3.4836 -0.1546 6.3106  0.109
H: 3.3659 0.3675 3.9013  0.110
C: -4.0420 -2.8826 2.1757  -0.081
C: -5.1414 -2.0476 1.5779  -0.307
C: -6.4622 -2.2123 1.9913  -0.059
C: -7.4880 -1.4556 1.4449  -0.100
C: -7.2070 -0.5083 0.4721  -0.098
C: -5.8966 -0.3354 0.0510  -0.125
C: -4.8690 -1.1014 0.5868  -0.320
Sb: -2.8486 -0.7510 -0.1209  1.563
C: -3.1356 1.3117 0.5444  -0.295
C: -2.9287 1.3958 1.9217  -0.164
C: -3.1243 2.5828 2.6107  -0.086
C: -3.5338 3.7127 1.9218  -0.099
C: -3.7289 3.6408 0.5540  -0.068
C: -3.5374 2.4540 -0.1542  -0.292
C: -3.7384 2.4880 -1.6440  -0.058
C: -3.2452 -0.9435 -2.2531  -0.292
C: -2.5693 -0.1077 -3.1396  -0.165
C: -2.6056 -0.3120 -4.5100  -0.093
C: -3.3430 -1.3677 -5.0195  -0.095
C: -4.0103 -2.2158 -4.1505  -0.064
C: -3.9510 -2.0416 -2.7686  -0.295
C: -4.6317 -3.0563 -1.8870  -0.059
H: -4.4267 -3.5382 2.9573  0.074
H: -3.2505 -2.2626 2.6097  0.009
H: -3.5683 -3.5057 1.4120  0.070
H: -6.6888 -2.9467 2.7565  0.103
H: -8.5075 -1.6046 1.7805  0.094
H: -8.0007 0.0933 0.0457  0.095
H: -5.6741 0.4036 -0.7113  0.094
H: -2.6089 0.5248 2.4877  0.006
H: -2.9519 2.6156 3.6792  0.101
H: -3.7037 4.6458 2.4462  0.093
H: -4.0345 4.5279 0.0084  0.102
H: -4.4630 3.2559 -1.9181  0.078
H: -4.0839 1.5313 -2.0264  0.043
H: -2.7928 2.7322 -2.1363  0.083
H: -2.0008 0.7246 -2.7485  0.063
H: -2.0554 0.3437 -5.1744  0.102
H: -3.3855 -1.5443 -6.0874  0.096
H: -4.5739 -3.0511 -4.5517  0.104
H: -4.8453 -3.9685 -2.4440  0.076
H: -5.5713 -2.6670 -1.4934  0.079
H: -4.0025 -3.3135 -1.0328  0.059
C: 3.6557 -1.8601 -3.5940  -0.029
C: 4.0565 -0.4528 -3.2578  -0.197
C: 5.3658 -0.0142 -3.3547  -0.075
C: 5.6836 1.3154 -3.1054  -0.689
Cl: 7.3298 1.8491 -3.2768  0.632
C: 4.7077 2.2097 -2.7145  -0.112
C: 3.3907 1.7818 -2.5943  0.003
C: 3.0581 0.4651 -2.8867  -0.234
O: 1.7957 -0.0240 -2.8790  -0.022
C: 0.7059 0.8936 -2.8735  -0.070
C: 0.3413 1.4248 -1.4640  -0.575
O: 0.6397 2.5761 -1.1697  0.039
O: -0.3202 0.6007 -0.7318  -0.276
H: 4.5279 -2.4965 -3.7396  0.077
H: 3.0601 -1.8640 -4.5099  0.089
H: 3.0267 -2.2720 -2.8076  0.080
H: 6.1459 -0.7070 -3.6443  0.108
H: 4.9623 3.2398 -2.5043  0.103
H: 2.6317 2.4787 -2.2621  0.101
H: -0.1295 0.3156 -3.2637  0.101
H: 0.9209 1.7366 -3.5336  0.134

Atoms 1-3, force components in eV/Å:
V -1.36 -1.74 1.93
Se -0.39 -0.42 1.18
C 0.04 0.09 -0.06

Output
E_LUMO (spin up / spin down): 2.3 / 2.3 eV
frontier orbital gap (spin up / spin down): 5.195 / 4.548 eV
HOMO level (spin up / spin down): -2.9 / -2.3 eV
charge: -1
2S+1: 2
<S²>: 1.148
strongest force on any atom: 0.0610 Eh/bohr
calculated total energy: -6131.7568 Eh